C3H7NO2 | wB97M-V/def2-TZVPD

```
13
C3H7NO2 wB97M-V/def2-TZVPD
C -0.3851 -1.9953 1.4727
C 0.3216 -1.8592 0.3152
O 1.6764 -2.1063 0.3440
H 0.1940 -1.9976 2.4604
H -1.4275 -1.9764 1.4367
H -0.2279 -2.1290 -0.6011
H 1.7311 -2.5256 -0.5032
C -0.9481 2.1802 -0.8455
N 0.2609 2.7469 -1.0428
O -1.1699 1.0331 -1.2781
H -1.6232 2.7157 -0.0777
H 1.1815 2.3014 -1.0981
H 0.4163 3.6122 -0.5827
```

electronic energy	-8798.853	eV
charge	+1
ΔE to the lowest compared entry with this formula, charge and spin	49.8	kcal per mole
HOMO-LUMO gap (spin up / spin down)	7.90 / 4.18	eV
multiplicity	2
HOMO level (spin up / spin down)	-13.25 / -13.23	eV
E_LUMO (spin up / spin down)	-5.35 / -9.05	eV

These are the Löwdin partial charges, in e, on atoms 1 to 6: C 0.271; C -0.035; O 0.187; H 0.159; H 0.095; H 0.169

=====

C6H10 | wB97M-V/def2-TZVPD

```
16
C6H10 wB97M-V/def2-TZVPD
C 0.8016 -1.6211 1.1557
C 0.4141 -1.2912 -0.0686
C 0.2864 0.0942 -0.5848
C 0.6816 0.3742 -1.8193
C -0.1267 1.1615 0.3740
C -1.6550 0.9948 0.7066
H 0.8855 -2.6749 1.4102
H 1.0596 -0.9483 1.9511
H 0.2167 -2.0772 -0.7942
H 0.9385 -0.3495 -2.5912
H 0.6490 1.3939 -2.2129
H 0.3732 1.0522 1.3284
H 0.0769 2.1855 0.0840
H -2.0931 1.9186 1.0836
H -1.7182 0.2077 1.4547
H -2.1426 0.6476 -0.1920
```

electronic energy	-6382.781	eV
ΔE to the lowest compared entry with this formula, charge and spin	24.9	kcal per mole
HOMO-LUMO gap	10.05	eV
SMILES string	C=CC(=C)CC
HOMO level	-8.91	eV
E_LUMO	1.13	eV

These are the Löwdin partial charges, in e, on atoms 1 to 6: C 0.015; C -0.145; C -0.357; C 0.049; C -0.215; C -0.079